Entry 1:
Below is a molecular structure, C15H36KN7O3 in a non-equilibrium geometry, with properties calculated with ωB97M-V/def2-TZVPD.

```
62
C15H36KN7O3 | the OMol25 dataset | ωB97M-V/def2-TZVPD
K 0.555 0.487 -0.311
O 1.200 -1.518 -1.679
O 1.160 1.852 -1.993
O -0.085 0.403 -3.145
N 3.134 -1.125 1.883
N -1.440 2.189 0.244
N -0.773 2.534 -2.913
N 0.965 1.088 2.128
N -0.084 -1.453 1.219
N -1.770 2.330 -3.906
N -1.985 -0.221 -0.915
C 3.547 -2.119 2.266
C -0.183 0.459 2.747
C 1.067 2.516 2.365
C 0.195 1.539 -2.701
C -2.352 -1.618 -0.954
C -0.852 -2.622 0.850
C 3.059 -1.475 -3.249
C -2.280 -2.262 0.434
C -0.138 -1.058 2.608
C -2.808 1.732 0.331
C 4.041 -3.365 2.777
C -1.087 3.267 1.139
C -3.075 0.730 -0.796
C 2.039 -2.307 -2.485
C 0.434 3.383 1.271
H 3.329 -4.157 2.546
H -4.011 0.205 -0.577
H -0.261 0.707 3.821
H -1.529 3.064 2.120
H -3.370 -1.756 -1.354
H -1.439 0.000 -1.737
H 4.997 -3.597 2.314
H -1.252 2.475 -0.713
H 2.552 -3.006 -1.815
H 0.689 4.420 1.505
H 4.167 -3.287 3.857
H 0.613 2.788 3.334
H -2.876 -3.177 0.425
H 2.534 -0.716 -3.821
H 2.128 2.782 2.407
H 0.880 -1.564 0.935
H -1.432 2.659 -4.817
H -1.806 1.309 -3.985
H 3.637 -2.103 -3.924
H -2.951 1.248 1.305
H -3.547 2.553 0.258
H 0.726 -1.442 3.175
H -0.360 -3.104 0.004
H 0.786 -0.859 -2.287
H -1.043 -1.465 3.065
H -0.892 -3.355 1.674
H -1.494 4.237 0.799
H -3.212 1.296 -1.728
H -2.708 -1.575 1.165
H 0.887 3.133 0.309
H 3.730 -0.974 -2.556
H -0.460 3.489 -2.821
H 1.441 -2.895 -3.200
H 1.802 0.632 2.472
H -1.662 -2.144 -1.615
H -1.078 0.814 2.247
```

The energy relative to the best compared isomer or geometry (same formula, charge and spin) comes out at 1.5924 eV. The total energy is -1802.1049 Ha. As for the spin multiplicity: 1. The orbital gap is 8.021 eV. The HOMO energy comes out at -7.8792 eV. The value obtained for the largest force on an atom is 1.92 eV/Å.


Entry 2:
Below is a molecular structure, C15H36N6O3PRh, with properties calculated with ωB97M-V/def2-TZVPD.

```
62
C15H36N6O3PRh | the OMol25 dataset | ωB97M-V/def2-TZVPD
Rh 0.973 0.509 0.327
P -1.249 0.654 0.416
O 1.696 3.314 0.160
O 1.737 -2.218 -0.488
O 0.155 2.734 -1.364
N 1.598 -0.154 -1.616
N 3.077 0.771 0.588
N 0.492 0.984 2.252
N -3.415 2.189 1.095
N -3.717 0.795 -0.872
N -3.669 -0.202 1.354
C -3.940 1.115 1.933
C -3.992 2.155 -0.197
C 1.722 4.676 -0.338
C 3.036 0.229 -1.787
C 0.855 2.422 -0.413
C 3.813 0.072 -0.493
C 0.497 -4.357 -0.722
C 2.643 -4.199 0.620
C 1.349 -1.579 -1.723
C 1.179 -1.555 0.795
C -4.250 -0.306 0.064
C -2.243 -0.548 1.387
C -1.952 2.228 1.076
C 1.862 -3.731 -0.579
C -2.253 0.612 -1.150
H -2.106 -1.561 1.000
H 1.029 0.405 2.892
H 3.206 1.781 0.529
H 1.089 0.322 -2.357
H 0.845 4.873 -0.946
H -1.579 2.367 2.087
H 2.057 -4.144 1.536
H 3.413 0.489 1.504
H 1.966 -1.784 1.514
H -0.120 -4.167 0.156
H 3.491 -0.356 -2.590
H -4.235 0.760 -1.751
H 2.453 -3.854 -1.487
H -4.023 -1.262 -0.408
H -5.329 -0.162 0.111
H 0.785 1.941 2.436
H 0.311 -2.166 1.047
H 3.028 1.276 -2.092
H -3.486 1.174 2.920
H 3.570 -3.639 0.741
H -3.573 2.920 -0.849
H 4.821 0.469 -0.627
H -2.133 -0.342 -1.667
H 2.908 -5.244 0.457
H -1.910 1.418 -1.800
H 2.623 4.812 -0.932
H -5.077 2.248 -0.150
H 1.750 5.326 0.531
H -5.019 1.239 2.034
H 3.907 -0.977 -0.220
H 0.289 -1.763 -1.899
H 1.940 -2.081 -2.491
H -0.025 -4.029 -1.621
H 0.624 -5.437 -0.802
H -1.613 3.060 0.455
H -1.879 -0.525 2.414
```

The energy relative to the best compared isomer or geometry (same formula, charge and spin) comes out at 2.1746 eV. The total energy is -1598.7477 Ha. As for the spin multiplicity: 1. The orbital gap is 8.901 eV. The HOMO energy comes out at -13.9163 eV. The value obtained for the largest force on an atom is 0.55 eV/Å. As for the charge: +2.


Entry 3:
Below is a molecular structure, C15H37Fe2N9O26 in a non-equilibrium geometry, with properties calculated with ωB97M-V/def2-TZVPD.

```
89
C15H37Fe2N9O26 | the OMol25 dataset | ωB97M-V/def2-TZVPD
Fe 1.254 -1.580 1.120
Fe 0.065 -0.018 -1.562
O -3.002 -1.080 2.847
O -2.741 -0.305 -0.676
O 3.186 -2.189 1.464
O -3.173 -1.188 -5.650
O 0.456 3.132 3.372
O -3.280 -4.292 -1.375
O 0.068 -1.932 -1.946
O 1.549 -1.549 -0.920
O -3.824 0.906 2.756
O 4.770 -1.964 2.937
O -2.733 4.419 -0.208
O 1.767 0.520 -2.837
O -4.228 -0.191 -4.019
O 0.633 -2.382 2.849
O -4.868 -0.645 -0.348
O -1.645 3.100 1.150
O 0.749 -2.934 -0.215
O 0.656 1.388 -0.339
O 2.772 2.019 -4.111
O -2.144 -5.196 0.267
O 4.097 0.520 -0.411
O 1.428 0.334 1.340
O -0.076 -0.068 0.538
O 0.859 1.547 4.847
O -1.149 1.123 -2.782
O 4.649 1.429 1.457
N -3.017 0.056 3.126
N 2.665 0.890 -3.588
N -1.716 4.029 0.330
N 4.371 -2.274 1.827
N -3.916 0.057 -0.498
N -3.563 -1.068 -4.480
N 4.362 1.504 0.261
N 1.167 2.478 4.135
N -2.893 -4.348 -0.188
C 2.603 2.691 3.855
C 0.963 -2.570 -1.384
C -0.210 2.853 -4.174
C -3.434 -2.253 -3.550
C -3.526 -3.337 0.733
C 4.043 2.792 -0.318
C -1.823 0.474 3.897
C 3.591 -0.156 -3.979
C -0.601 -4.395 3.493
C 0.404 -3.343 3.879
C 5.422 -2.585 0.780
C -1.491 2.196 -3.628
C 0.511 0.982 0.813
C -0.478 4.737 -0.128
C -4.208 1.491 -0.604
H -0.275 -5.006 2.652
H -1.638 -4.115 3.306
H -4.006 1.939 0.369
H -0.657 5.003 -1.170
H 5.339 -3.595 0.379
H -2.068 2.978 -3.136
H -3.546 1.858 -1.389
H -4.607 -3.357 0.592
H -2.060 1.836 -4.486
H -0.498 3.604 -4.909
H 2.759 3.758 4.014
H 3.092 2.095 4.625
H 0.480 3.335 -3.482
H 4.134 -0.454 -3.081
H -2.191 1.150 4.668
H -3.277 -3.669 1.741
H -1.296 -0.410 4.256
H -3.039 -2.369 0.614
H -4.200 -2.141 -2.782
H -3.687 -3.066 -4.231
H -5.259 1.676 -0.828
H -1.116 0.941 3.211
H 0.125 -2.826 4.796
H -0.463 5.624 0.505
H 0.443 2.137 -4.673
H 6.459 -2.537 1.109
H -0.840 -5.106 4.284
H -2.430 -2.333 -3.132
H 1.376 -3.828 3.976
H 0.375 4.062 -0.060
H 3.312 3.229 0.363
H 4.318 0.197 -4.710
H 3.010 -0.895 -4.530
H 3.645 2.617 -1.317
H 4.966 3.366 -0.394
H 5.265 -1.971 -0.107
H 2.731 2.445 2.800
```

As for the expectation value of S²: 30.389. The total energy is -5568.8334 Ha. As for the spin multiplicity: 11. The orbital gap (spin up / spin down) is 7.490 / 6.208 eV. The HOMO energy (spin up / spin down) comes out at -8.9224 / -8.3288 eV. The value obtained for the largest force on an atom is 18.03 eV/Å.


Entry 4:
Below is a molecular structure, C15H37IrN4O5S in a non-equilibrium geometry, with properties calculated with ωB97M-V/def2-TZVPD.

```
63
C15H37IrN4O5S | the OMol25 dataset | ωB97M-V/def2-TZVPD
Ir -0.157 0.117 -0.061
S -2.714 0.690 -0.878
O -3.484 0.861 0.305
O -1.971 -0.649 -0.982
O 0.453 -2.115 -1.802
O 0.898 0.693 -2.354
O -1.493 1.578 -0.923
N -0.859 -1.636 1.066
N 1.805 -0.476 0.415
N 0.842 1.960 0.089
N -0.599 0.649 2.363
C 0.376 -1.521 -3.109
C 2.174 -1.806 1.003
C -1.714 -0.153 2.883
C -3.715 0.941 -2.271
C -0.524 2.058 2.810
C 2.535 0.595 1.152
C 1.353 -2.182 2.212
C 2.295 1.872 0.417
C 0.953 -3.467 -1.876
C -0.954 2.980 1.682
C 0.148 3.199 0.666
C 0.291 1.686 -3.230
C -2.041 -1.269 1.902
C 1.399 -0.419 -3.155
C -0.001 -2.666 1.743
H 1.848 -3.010 2.724
H 3.237 -1.756 1.245
H 2.167 -0.499 -0.543
H 1.302 -1.392 2.966
H -1.439 -0.521 3.876
H -4.261 1.868 -2.091
H 0.151 -3.478 1.034
H 0.498 2.258 3.139
H -1.840 2.564 1.213
H 0.401 -4.031 -2.627
H 2.855 1.892 -0.520
H 1.623 -0.068 -4.163
H -1.243 -2.071 0.225
H 3.601 0.365 1.186
H -1.173 2.190 3.676
H -0.398 1.205 -3.924
H -4.410 0.101 -2.325
H 0.795 -3.944 -0.912
H 0.947 3.782 1.120
H -0.238 3.761 -0.181
H -2.593 0.478 2.998
H -0.628 -1.106 -3.221
H 0.268 0.171 2.558
H -2.404 -2.162 2.410
H -0.582 -3.074 2.569
H -2.819 -0.940 1.229
H -0.256 2.402 -2.619
H 2.621 2.730 1.001
H 2.055 -2.553 0.223
H 0.527 -2.263 -3.892
H 1.083 2.190 -3.782
H 2.017 -3.481 -2.125
H -1.233 3.957 2.078
H -3.101 1.000 -3.167
H 0.801 2.041 -0.930
H 2.337 -0.749 -2.705
H 2.189 0.621 2.185
```

As for the expectation value of S²: 0.765. The energy relative to the best compared isomer or geometry (same formula, charge and spin) comes out at 3.3686 eV. The total energy is -1690.3520 Ha. As for the spin multiplicity: 2. The orbital gap (spin up / spin down) is 6.545 / 7.279 eV. The HOMO energy (spin up / spin down) comes out at -18.7854 / -19.1805 eV. The value obtained for the largest force on an atom is 1.66 eV/Å. As for the charge: +3.


Entry 5:
Below is a molecular structure, C15H37LiN2O5 in a non-equilibrium geometry, with properties calculated with ωB97M-V/def2-TZVPD.

```
60
C15H37LiN2O5 | the OMol25 dataset | ωB97M-V/def2-TZVPD
O 3.332 -0.595 1.327
O -2.697 -3.106 0.740
O -0.975 -0.928 -2.345
O 1.208 1.899 2.261
O -1.128 2.103 -0.859
N -1.067 0.270 1.465
N 1.576 0.997 -0.344
C 2.053 2.840 2.876
C -1.672 -2.220 1.129
C 0.865 0.797 3.139
C -1.883 -1.773 -4.498
C -0.130 -0.250 2.504
C -0.013 2.964 -0.555
C 3.079 -0.915 -0.001
C 1.247 2.278 -1.029
C -2.464 -4.524 0.976
C -1.687 0.717 -3.967
C 3.929 -1.688 1.998
C -2.135 -0.715 0.996
C 2.780 0.312 -0.856
C -1.849 -0.685 -3.397
C -2.459 2.556 -0.653
Li -0.417 0.250 -0.562
H -1.767 -4.902 0.228
H 3.770 -1.587 -0.509
H -1.128 -1.756 -5.284
H -1.690 1.563 -3.280
H 2.188 -1.529 0.131
H 4.340 -1.298 2.929
H 0.455 1.202 4.064
H -0.725 -2.378 0.613
H -2.922 -0.579 1.737
H -2.369 1.004 -4.768
H -1.476 -2.441 2.178
H -2.944 2.268 0.279
H 1.755 0.241 3.435
H 2.131 2.891 -0.852
H 3.546 1.086 -0.886
H 3.339 -2.579 2.213
H 1.152 2.088 -2.098
H 2.603 0.152 -1.919
H -2.560 -0.360 0.057
H -3.204 2.184 -1.356
H -2.849 -0.606 -2.970
H 4.715 -2.121 1.379
H -1.985 -4.845 1.901
H -1.428 1.131 1.851
H -3.443 -4.953 0.767
H 0.264 3.256 0.458
H -0.501 -0.933 3.268
H -0.677 0.774 -4.373
H 0.017 3.877 -1.150
H 1.884 3.830 2.453
H -2.708 -1.534 -5.170
H 0.489 -0.986 1.992
H -2.563 3.626 -0.834
H -1.984 -2.797 -4.141
H 3.064 2.462 2.726
H 1.818 1.103 0.630
H 1.895 2.860 3.955
```

As for the expectation value of S²: 0.751. The total energy is -1086.7883 Ha. As for the spin multiplicity: 2. The orbital gap (spin up / spin down) is 1.848 / 6.409 eV. The HOMO energy (spin up / spin down) comes out at 0.5172 / -4.0012 eV. The value obtained for the largest force on an atom is 2.39 eV/Å. As for the charge: -1.


Entry 6:
Below is a molecular structure, C15H37N4RuSi, with properties calculated with ωB97M-V/def2-TZVPD.

```
58
C15H37N4RuSi | the OMol25 dataset | ωB97M-V/def2-TZVPD
Ru -0.132 0.668 0.528
Si 0.077 2.983 -0.112
N -2.002 0.390 -0.090
N -4.187 -0.450 -0.807
N 2.003 0.465 0.622
N -0.239 -0.513 2.446
C -1.598 4.160 0.728
C 2.705 0.532 1.956
C -5.008 0.326 -1.763
C 1.553 3.710 0.737
C 2.198 -0.489 2.958
C -1.027 5.547 0.759
C -3.047 -0.026 -0.433
C 0.120 4.579 -2.444
C -1.680 3.457 2.068
C 1.385 2.410 -2.356
C -1.087 2.385 -2.689
C 0.797 -0.226 3.482
C 0.056 3.118 -1.991
C -2.790 3.975 -0.154
C -4.679 -1.779 -0.383
H 1.677 4.733 0.370
H -5.582 -1.644 0.210
H -4.880 1.390 -1.584
H 3.770 0.380 1.768
H 0.930 5.135 -1.969
H 0.596 -0.844 4.359
H 2.882 -0.460 3.809
H -6.046 0.056 -1.585
H -4.729 0.069 -2.784
H -0.814 5.109 -2.273
H -3.049 2.925 -0.300
H -3.636 4.447 0.364
H 0.306 4.600 -3.519
H -2.058 2.828 -2.480
H -0.933 2.448 -3.767
H -0.209 -1.510 2.225
H 1.533 2.518 -3.432
H -2.691 4.473 -1.114
H -2.369 4.063 2.674
H -0.201 5.667 1.456
H -1.163 -0.361 2.849
H -0.739 3.435 2.617
H 2.276 -1.505 2.557
H -1.125 1.322 -2.429
H 1.485 3.757 1.822
H -4.900 -2.360 -1.277
H 2.194 -0.461 0.228
H -3.916 -2.282 0.204
H -2.113 2.461 1.994
H 2.481 1.111 -0.004
H 2.265 2.849 -1.878
H 2.572 1.540 2.343
H -0.753 5.929 -0.222
H 2.458 3.169 0.471
H 1.345 1.333 -2.156
H -1.844 6.193 1.112
H 0.686 0.818 3.784
```

As for the expectation value of S²: 6.018. The energy relative to the best compared isomer or geometry (same formula, charge and spin) comes out at 0.0000 eV. The total energy is -1196.0628 Ha. As for the spin multiplicity: 5. The orbital gap (spin up / spin down) is 8.557 / 6.829 eV. The HOMO energy (spin up / spin down) comes out at -18.6129 / -19.1977 eV. The value obtained for the largest force on an atom is 0.49 eV/Å. As for the charge: +3.


Entry 7:
Below is 7 unconnected molecules or ions with the total composition C15H37N7O7 in a non-equilibrium geometry, with properties calculated with ωB97M-V/def2-TZVPD.

```
66
C15H37N7O7 | the OMol25 dataset | ωB97M-V/def2-TZVPD
O -0.508 -3.932 1.430
O 2.768 0.094 -0.082
O -4.754 -1.727 -0.409
O 2.074 3.119 2.933
O -1.495 1.589 -1.371
O -2.946 3.199 2.935
O 2.472 0.140 -3.695
N 3.692 2.064 -0.175
N 0.221 3.240 4.186
N -2.747 3.243 0.663
N 3.271 -1.654 -4.841
N 0.593 1.179 -1.905
N 0.419 -1.832 1.088
N -3.425 -3.104 0.728
C 3.338 0.977 0.521
C -3.120 -2.811 -1.723
C -0.693 -1.185 0.434
C 1.671 -3.578 2.221
C 0.405 -3.158 1.516
C -4.170 1.605 1.715
C 2.112 -2.065 -2.760
C -3.829 -2.507 -0.458
C 2.613 -1.069 -3.789
C 3.746 0.693 1.937
C -0.920 2.014 -3.606
C 0.901 2.755 3.098
C 0.076 1.940 2.124
C -3.237 2.771 1.828
C -0.614 1.604 -2.180
H 2.184 -4.401 1.698
H -0.763 3.220 4.059
H -1.683 -1.669 0.576
H -0.770 1.424 2.543
H 2.445 -3.102 -2.952
H 4.826 0.436 1.823
H 3.548 1.431 2.696
H 0.027 1.752 -4.171
H 1.315 0.995 -2.617
H -0.417 -1.081 -0.617
H 0.605 4.034 4.677
H -2.819 -3.927 -1.706
H 2.407 -1.583 -1.801
H 0.748 1.190 1.695
H -0.811 -0.204 0.931
H -2.196 -2.250 -1.748
H -2.072 4.003 0.708
H -1.174 3.059 -3.754
H 3.410 -2.646 -4.942
H -3.698 -2.443 -2.542
H 4.293 2.820 0.155
H -1.720 1.459 -4.066
H 0.899 0.978 -0.977
H 3.412 2.016 -1.101
H 3.307 -0.256 2.236
H -0.211 2.582 1.312
H -3.838 0.693 2.215
H -4.358 1.241 0.684
H -2.714 -3.790 0.761
H 1.267 -1.272 1.073
H 3.610 -1.088 -5.553
H -3.839 -2.841 1.577
H 1.322 -4.105 3.115
H 2.291 -2.743 2.349
H -5.078 1.803 2.268
H -2.633 2.645 -0.157
H 0.963 -1.981 -2.810
```

The total energy is -1503.8672 Ha. As for the spin multiplicity: 1. The orbital gap is 9.785 eV. The HOMO energy comes out at -9.4032 eV. The value obtained for the largest force on an atom is 3.27 eV/Å.